(1)
Formula: C4H6O
Source: the OMol25 dataset
Level of theory: wB97M-V/def2-TZVPD

Geometry as ORCA input:
```
! RIJCOSX wB97M-V def2-TZVPD def2/J DEFGRID3
* xyz 0 1
C -0.34162 0.45930 0.18479
C -1.01456 1.15746 1.02637
C 0.22312 0.31222 -1.13048
C 0.54517 -0.62740 0.02528
O 0.32244 -1.99802 0.17200
H -1.04777 0.76527 1.97499
H -1.55686 2.08196 0.78863
H -0.53897 -0.12594 -1.81383
H 0.93097 0.90742 -1.81978
H 1.62365 -0.42931 1.00386
H 0.85441 -2.50295 -0.41183
*
```

Output
E_LUMO = 0.71 eV
energy = -231.09277 a.u.
frontier orbital gap = 10.0395 eV
relative energy (zero: lowest compared OMol25 entry of this formula, charge and spin) = 82.2 kcal/mol

Results of the Löwdin charge analysis, in e, for atoms 1 through 5:
1. C -0.351
2. C 0.076
3. C -0.056
4. C -0.335
5. O -0.015



(2)
Formula: C5H14S
Source: the OMol25 dataset
Level of theory: wB97M-V/def2-TZVPD

Geometry as ORCA input:
```
! RIJCOSX wB97M-V def2-TZVPD def2/J DEFGRID3
* xyz 0 1
C -2.01279 -2.07031 0.38775
C -1.76271 -3.56699 0.65140
C -3.14609 -1.80091 -0.79591
H -0.96122 -1.68832 0.17702
H -2.24481 -1.62177 1.43804
H -1.05159 -3.63900 1.52347
H -2.58611 -4.25546 0.81390
H -2.98227 -0.79248 -1.16236
H -3.97637 -2.08479 -0.38064
H -1.14579 -4.06693 -0.09232
H -2.89666 -2.76566 -1.49792
C 3.11540 1.42664 0.34031
C 0.34645 2.26864 0.46307
S 1.75118 2.03586 -0.67924
H 4.08104 1.78316 -0.08211
H 3.14398 1.63523 1.35590
H 3.46188 0.48136 0.35814
H 0.46522 1.66418 1.35511
H -0.65607 1.90060 0.06333
H 0.08833 3.33369 0.71851
*
```

Output
E_LUMO = 0.90 eV
SMILES = CCC.CSC
energy = -596.98746 a.u.
frontier orbital gap = 9.4395 eV
relative energy (zero: lowest compared OMol25 entry of this formula, charge and spin) = 56.4 kcal/mol

Results of the Löwdin charge analysis, in e, for atoms 1 through 5:
1. C -0.295
2. C -0.185
3. C -0.063
4. H 0.097
5. H 0.108



(3)
Formula: C5H8I2NO
Source: the OMol25 dataset
Level of theory: wB97M-V/def2-TZVPD

Geometry as ORCA input:
```
! RIJCOSX wB97M-V def2-TZVPD def2/J DEFGRID3
* xyz 1 1
C 0.32410 -0.91548 2.34068
C 0.42693 -1.05005 1.14876
C 0.43465 -1.00609 -0.31555
C -1.34338 -0.05677 -0.68993
C 1.42996 -0.08411 -1.02461
N -1.40912 1.03626 0.30302
O 1.18094 1.23667 -0.53266
I -3.03444 -1.21125 -0.57100
I 3.38219 -0.95250 -0.33906
H 0.25856 -0.85095 3.36630
H 0.34856 -1.91236 -0.89720
H -1.17791 0.35218 -1.67490
H 1.56114 -0.29755 -2.02709
H -0.32573 0.97334 0.61817
H -1.96506 0.77669 1.07135
H -1.77995 1.94520 0.01402
H 1.68857 2.01675 -0.79029
*
```

Output
E_LUMO = -3.79 eV
energy = -920.30036 a.u.
frontier orbital gap = 8.9467 eV
relative energy (zero: lowest compared OMol25 entry of this formula, charge and spin) = 46.2 kcal/mol

Results of the Löwdin charge analysis, in e, for atoms 1 through 5:
1. C 0.185
2. C -0.185
3. C -0.255
4. C -0.734
5. C -0.654



(4)
Formula: C35H30N3O9Ru
Source: the OMol25 dataset
Level of theory: wB97M-V/def2-TZVPD

Geometry as ORCA input:
```
! RIJCOSX wB97M-V def2-TZVPD def2/J DEFGRID3
* xyz 0 6
Ru -1.02869 0.38171 0.10847
O 1.23488 -2.36477 -2.80340
C 0.62135 -1.85390 -1.69960
O -0.62648 -1.78846 -1.67188
C 1.47571 -1.43982 -0.64845
C 2.88049 -1.64580 -0.66876
C 3.62818 -1.34896 0.42653
C 2.96826 -0.88282 1.60201
C 1.61674 -0.68028 1.55107
N 0.86024 -0.86604 0.44823
C 0.86269 -0.36783 2.81407
O 1.47542 0.40405 3.71589
O -0.21948 -0.84886 3.04972
H 0.51633 -2.58574 -3.41121
H 3.32990 -2.05948 -1.56022
H 4.69665 -1.51295 0.42926
H 3.51410 -0.75629 2.52629
H 2.17966 0.91374 3.28522
C -4.10487 0.62629 -1.34906
C -2.70176 1.06499 -1.61700
O -2.16007 2.04707 -1.16394
H -4.55879 1.34168 -0.66703
H -4.13902 -0.36802 -0.90672
H -4.64591 0.59463 -2.29448
N -1.97637 -1.66988 0.80179
C -3.28085 -2.08200 1.15342
C -3.72504 -1.93900 2.46588
C -5.02092 -2.29948 2.79698
C -5.88248 -2.80746 1.83351
C -5.42930 -2.96614 0.53242
C -4.13338 -2.60940 0.19009
H -1.61078 -2.13154 -0.03084
H -1.30856 -1.75214 1.57023
H -3.05084 -1.54850 3.21770
H -5.35691 -2.18555 3.81957
H -6.89271 -3.08834 2.09745
H -6.08415 -3.37573 -0.22536
H -3.77374 -2.74648 -0.82336
O -0.02931 0.91733 -2.22218
C -0.85378 0.54868 -3.02900
O -2.18100 0.42048 -2.74667
C -0.54186 0.16442 -4.41829
C 0.73939 0.44307 -4.87977
C 1.13233 0.09845 -6.17354
C 0.19216 -0.53629 -6.94861
O 0.32261 -0.96819 -8.23256
C -0.90339 -1.62955 -8.55761
O -1.80245 -1.44781 -7.46704
C -1.08521 -0.82251 -6.48415
C -1.49438 -0.48246 -5.22481
H 1.43508 0.92686 -4.21038
H 2.12172 0.31405 -6.54726
H -0.70704 -2.69644 -8.69396
H -1.32580 -1.17478 -9.45396
H -2.48604 -0.70622 -4.86385
C -4.92411 3.27507 2.32743
C -4.62445 1.92150 2.34291
C -3.32601 1.49393 2.10829
C -2.30594 2.40232 1.83188
C -2.61578 3.76734 1.82502
C -3.90750 4.19164 2.07302
N -1.05008 1.90916 1.46800
C 0.09831 2.51807 1.94917
C 0.14505 3.17726 3.18695
C 1.34421 3.63445 3.69730
C 2.53508 3.45985 2.99780
C 2.49351 2.84296 1.75268
C 1.29166 2.39208 1.22985
H -5.93192 3.61692 2.51982
H -5.39427 1.18878 2.55078
H -3.07984 0.44269 2.16165
H -1.83903 4.48487 1.59212
H -4.12955 5.25068 2.05176
H -0.76050 3.27947 3.76982
H 1.35346 4.11856 4.66569
H 3.47029 3.81843 3.40586
H 3.39945 2.71991 1.17288
H 1.27873 1.93997 0.24162
*
```

Output
E_LUMO (alpha / beta) = -0.05 / -0.53 eV
energy = -2288.03688 a.u.
frontier orbital gap (alpha / beta) = 5.6429 / 6.6926 eV
relative energy (zero: lowest compared OMol25 entry of this formula, charge and spin) = 11.1 kcal/mol

Results of the Löwdin charge analysis, in e, for atoms 1 through 5:
1. Ru 1.381
2. O 0.087
3. C -0.503
4. O -0.047
5. C -0.206



(5)
Formula: C3H9BN3O7
Source: the OMol25 dataset
Level of theory: wB97M-V/def2-TZVPD

Geometry as ORCA input:
```
! RIJCOSX wB97M-V def2-TZVPD def2/J DEFGRID3
* xyz -1 1
N -0.78962 1.35953 -0.60995
C -0.82344 -0.04589 -1.05278
C -0.88600 -1.01736 0.09586
O 0.41348 -1.58372 0.39995
C 1.22458 -0.78153 1.03502
O 0.93337 0.05326 1.75638
O 2.50143 -1.08863 0.72701
B 3.09626 -0.14143 -0.11345
N 3.28771 -0.42352 -1.52889
O 3.53737 1.02474 0.45098
H -0.50049 1.91472 -1.40472
H -0.12235 1.48360 0.14140
H -0.03277 -0.31428 -1.76067
H -1.76052 -0.17258 -1.57901
H -1.40045 -0.60068 0.94707
H -1.49289 -1.84125 -0.23040
H 2.95763 -1.37400 -1.66794
H 2.63926 0.16964 -2.04497
H 3.26279 1.75947 -0.11025
N -4.01364 0.40907 1.63904
O -3.31845 0.50875 2.66859
O -3.78235 -0.51648 0.82566
O -4.93090 1.21854 1.41607
*
```

Output
E_LUMO = 2.18 eV
energy = -835.57831 a.u.
frontier orbital gap = 6.4341 eV

Results of the Löwdin charge analysis, in e, for atoms 1 through 5:
1. N 0.028
2. C -0.245
3. C -0.135
4. O 0.065
5. C -0.669



(6)
Formula: C17H21NO4S2
Source: the OMol25 dataset
Level of theory: wB97M-V/def2-TZVPD

Geometry as ORCA input:
```
! RIJCOSX wB97M-V def2-TZVPD def2/J DEFGRID3
* xyz 0 1
C 2.34416 -3.57132 1.26818
C 2.85412 -2.83749 0.19417
C 2.90742 -1.44550 0.25318
C 2.40894 -0.79740 1.37591
S 2.28937 1.00826 1.38598
C 0.51638 1.34253 1.28952
C -0.02257 2.33802 2.01880
S -0.50884 0.44470 0.13267
C -1.72560 -0.54616 0.99709
C -1.70680 -1.94018 0.95940
C -2.74007 -2.64669 1.58625
C -3.73325 -1.96714 2.28976
C -3.76720 -0.56206 2.27291
C -2.80360 0.14686 1.55398
O -1.35667 1.40691 -0.56059
O 0.31712 -0.46811 -0.64558
O 2.76810 1.45988 2.66932
O 2.91064 1.47155 0.16057
C 1.94474 -1.51024 2.48516
C 1.90125 -2.90709 2.41882
H 2.29797 -4.66054 1.21520
H 3.19707 -3.34186 -0.70937
H 3.29705 -0.86229 -0.57522
H -1.08406 2.55545 1.94165
H 0.60725 2.86089 2.73668
H -0.88920 -2.45474 0.45996
H -2.75596 -3.73318 1.51749
H -4.49806 -2.51785 2.84046
H -4.53883 -0.00688 2.81049
H -2.86575 1.22879 1.43318
H 1.58215 -0.97667 3.36713
H 1.50766 -3.47042 3.26657
C -0.09469 0.81402 -4.01846
C -0.17427 2.08061 -3.18133
C -0.41604 3.35549 -3.96732
N 0.92855 2.24121 -2.23609
H -0.92738 0.82415 -4.73115
H 0.84641 0.71990 -4.57685
H -0.22436 -0.05647 -3.35719
H -1.05171 1.94268 -2.51931
H -1.21326 3.20300 -4.69924
H -0.73240 4.15234 -3.28638
H 0.49052 3.67344 -4.48653
H 0.57232 2.67626 -1.37860
H 1.34138 1.33332 -1.97124
*
```

Output
E_LUMO = -0.72 eV
SMILES = C=C(S(=O)(=O)c1ccccc1)S(=O)(=O)c1ccccc1.CC(C)N
energy = -1812.38934 a.u.
frontier orbital gap = 7.4568 eV

Results of the Löwdin charge analysis, in e, for atoms 1 through 5:
1. C -0.072
2. C -0.060
3. C -0.064
4. C -0.290
5. S 0.702